Record 1
Entry from the OMol25 dataset: a molecular structure, C43H56GeIN7S2Si2TeTi (ωB97M-V/def2-TZVPD).

2S+1: 2
highest occupied orbital energy (alpha / beta): -9.4 / -9.6 eV
net charge: +1
Kohn-Sham gap (alpha / beta): 6.20 / 5.64 eV

Positions of all 114 atoms, in Å:
Ti -1.1218 0.5762 0.4629
N -4.0713 3.3988 1.1112
C -3.1565 2.6147 0.4990
S -1.4612 3.0097 0.6990
N -3.6157 1.6106 -0.2013
N -2.6191 0.9248 -0.9077
C -3.1594 0.1366 -1.8656
C -2.5326 -0.1560 -3.0882
C -2.9859 -1.2311 -3.8929
C -2.3250 -1.5659 -5.0375
C -1.1762 -0.8401 -5.4116
C -0.8008 0.2241 -4.6453
N -1.4924 0.6011 -3.5475
H -3.7788 4.2422 1.5674
H -5.0471 3.2563 0.9095
H -4.1786 -0.2025 -1.7172
H -3.8427 -1.7963 -3.5495
H -2.6645 -2.3981 -5.6394
H -0.5959 -1.1043 -6.2831
H 0.0741 0.8114 -4.8871
C -0.0356 3.3718 -4.3544
Te -1.0328 2.5533 -2.6736
C -2.9007 3.0826 -3.6457
H -0.4647 3.0154 -5.2876
H 1.0282 3.1747 -4.2780
H -0.2245 4.4409 -4.2504
H -2.7968 4.1293 -3.9354
H -3.7050 2.9867 -2.9170
H -3.1105 2.4757 -4.5232
C 5.7269 0.4390 -1.7035
C 4.5531 1.3447 -1.8944
C 4.6860 2.7017 -2.1765
C 3.5257 3.4337 -2.3163
N 2.3108 2.8994 -2.1804
C 2.2889 1.5922 -1.9168
S 0.7317 0.7736 -1.8142
N 3.3416 0.7948 -1.7738
H 6.6158 0.8234 -2.2016
H 5.4867 -0.5576 -2.0692
H 5.9441 0.3430 -0.6373
H 5.6582 3.1616 -2.2901
H 3.5586 4.4938 -2.5464
C -1.8665 -3.1302 -0.7037
Ge -0.3501 -2.0757 0.0294
C 0.0963 -3.1157 1.6583
C -0.0400 -4.5037 1.5743
C 0.2448 -5.3260 2.6565
C 0.6731 -4.7761 3.8570
C 0.8196 -3.4013 3.9615
C 0.5339 -2.5885 2.8719
C 1.0433 -2.4388 -1.3346
C 0.5719 -2.4910 -2.6248
C 1.4048 -2.7867 -3.7234
C 2.7254 -3.0577 -3.5218
C 3.2661 -3.0294 -2.2149
C 4.6357 -3.3246 -1.9935
C 5.1718 -3.2765 -0.7404
C 4.3543 -2.9289 0.3563
C 3.0289 -2.6564 0.1718
C 2.4300 -2.7022 -1.1132
H -2.5224 -3.4552 0.1026
H -2.4584 -2.5760 -1.4328
H -1.4566 -4.0094 -1.2033
H -0.3701 -4.9624 0.6486
H 0.1315 -6.3986 2.5607
H 0.8902 -5.4141 4.7038
H 1.1509 -2.9574 4.8926
H 0.6512 -1.5180 3.0058
H -0.4803 -2.3028 -2.8220
H 0.9868 -2.8146 -4.7230
H 3.3758 -3.3089 -4.3516
H 5.2499 -3.5948 -2.8454
H 6.2169 -3.5135 -0.5823
H 4.7770 -2.8943 1.3535
H 2.4160 -2.4269 1.0298
C 0.1438 2.3883 3.8503
Si -1.3938 1.3108 3.8711
C -2.7851 2.4726 4.3444
C -1.1226 0.1186 5.2937
C -1.7272 0.2064 2.3288
Si -3.3632 -0.8090 2.4836
C -4.7155 0.0100 3.4807
C -4.2184 -1.2541 0.8718
C -2.9376 -2.4316 3.3133
H -0.0475 3.1923 4.5681
H 0.3695 2.8566 2.8980
H 1.0219 1.8452 4.2035
H -2.3473 3.2457 4.9819
H -3.5739 1.9881 4.9145
H -3.2398 2.9653 3.4896
H -0.9592 0.6824 6.2170
H -0.2363 -0.5005 5.1238
H -1.9709 -0.5475 5.4597
H -1.0171 -0.6329 2.4857
H -4.9431 1.0251 3.1533
H -4.5192 0.0155 4.5528
H -5.6107 -0.5993 3.3175
H -4.9427 -0.4835 0.6011
H -4.7584 -2.1884 1.0537
H -3.5570 -1.4276 0.0290
H -2.4678 -2.3027 4.2898
H -2.2708 -3.0514 2.7076
H -3.8693 -2.9871 3.4602
I 1.8577 0.5465 1.5382
C 2.4748 2.5149 1.0945
C 3.8214 2.8320 1.1839
C 4.1696 4.1524 0.9447
C 3.1782 5.0699 0.6280
C 1.8670 4.6282 0.5594
N 1.5213 3.3627 0.7948
H 4.5593 2.0852 1.4440
H 5.2060 4.4595 1.0121
H 3.4149 6.1093 0.4429
H 1.0525 5.3020 0.3201

Record 2
Entry from the OMol25 dataset: a molecular structure, C43H57BCl4N10O2S4SiSn (ωB97M-V/def2-TZVPD).

highest occupied orbital energy: -0.4 eV
net charge: -2
Kohn-Sham gap: 4.20 eV

Positions of all 123 atoms, in Å:
Sn -1.3579 0.0781 -0.4121
C -1.8473 -3.7643 5.3399
C -1.9586 -2.4866 4.5122
C -3.0643 -2.7049 3.4695
C -2.2847 -1.3293 5.4634
N -0.6394 -2.2553 3.8377
C 0.4746 -3.0616 4.0569
C 1.4311 -2.6555 3.2075
N 0.9378 -1.6003 2.4707
B 1.6569 -1.0876 1.1823
N 2.4620 -2.3109 0.6140
C 3.8307 -2.3852 0.4338
C 4.0974 -3.3423 -0.4574
N 2.8747 -3.8645 -0.8967
C 1.8551 -3.2492 -0.1944
S 0.2081 -3.6037 -0.1832
C 2.8627 -4.6524 -2.1564
C 3.7066 -3.8931 -3.1937
C 1.4774 -4.8666 -2.7581
C 3.4888 -6.0154 -1.8560
N 2.5805 0.0910 1.6012
C 2.5480 0.6230 2.8809
C 3.0787 1.8475 2.8479
N 3.4335 2.1136 1.5305
C 3.1189 1.0279 0.7501
S 3.4146 0.8101 -0.9098
C 4.0304 3.4108 1.1021
C 5.5096 3.1664 0.7999
C 3.3051 4.0020 -0.1041
C 3.8832 4.4057 2.2530
C -0.3129 -1.3297 2.8748
S -1.2409 0.0143 2.3840
H -2.8155 -3.9449 5.8065
H -1.1021 -3.6729 6.1338
H -1.6048 -4.6250 4.7120
H -3.9585 -3.0893 3.9684
H -2.7416 -3.4269 2.7142
H -3.3195 -1.7835 2.9566
H -3.2689 -1.4944 5.9101
H -2.2996 -0.3828 4.9302
H -1.5392 -1.2727 6.2625
H 0.4867 -3.8719 4.7597
H 2.4174 -3.0502 3.0357
H 0.8764 -0.7002 0.3563
H 4.5053 -1.7428 0.9717
H 5.0439 -3.6938 -0.8273
H 3.4252 -2.8384 -3.2008
H 3.5291 -4.3106 -4.1875
H 4.7752 -3.9577 -2.9819
H 0.9816 -3.9206 -2.9763
H 0.8270 -5.4255 -2.0923
H 1.6095 -5.4213 -3.6921
H 4.5084 -5.9103 -1.4756
H 3.5187 -6.6190 -2.7671
H 2.8912 -6.5390 -1.1074
H 2.1404 0.0749 3.7135
H 3.2178 2.5484 3.6491
H 5.6045 2.4409 -0.0094
H 6.0195 2.7822 1.6871
H 5.9879 4.1033 0.4976
H 3.3841 3.3521 -0.9695
H 3.7564 4.9691 -0.3421
H 2.2535 4.1422 0.1342
H 4.4842 4.1259 3.1209
H 2.8339 4.4973 2.5434
H 4.2274 5.3800 1.9050
Cl -6.9398 -4.1763 -0.0501
C -5.9408 -2.7668 -0.2283
C -6.5183 -1.5273 -0.4485
Cl -8.2437 -1.3633 -0.5617
C -5.6901 -0.3989 -0.5822
Cl -6.3753 1.1721 -0.8793
C -4.3082 -0.4898 -0.4894
O -3.5014 0.5412 -0.6018
C -3.7056 -1.7675 -0.2733
O -2.4121 -1.8292 -0.2117
C -4.5427 -2.8794 -0.1485
Cl -3.7837 -4.4203 0.1011
N -3.5300 2.9531 -2.0766
C -2.2937 3.2399 -2.5383
N -1.2913 2.4281 -2.5955
C -0.1966 3.0268 -3.1947
C 1.0541 2.4397 -3.3629
C 2.0613 3.1520 -3.9962
C 1.8476 4.4513 -4.4553
C 0.6171 5.0661 -4.2645
C -0.3875 4.3477 -3.6348
S -2.0058 4.8495 -3.2451
H -3.6518 2.0837 -1.5408
H -4.0871 3.7269 -1.7594
H 1.2391 1.4500 -2.9636
H 3.0397 2.6986 -4.1035
H 2.6496 4.9934 -4.9430
H 0.4457 6.0852 -4.5912
C -1.0335 3.7173 3.9399
Si -1.8754 3.8636 2.2306
C -3.6107 3.1171 2.5290
C -2.2624 5.7222 2.0084
C -0.8237 3.2918 0.9058
H -0.7999 4.6992 4.3662
H -0.0988 3.1506 3.8549
H -1.6772 3.1864 4.6543
H -4.1819 3.6124 3.3268
H -3.5019 2.0560 2.7903
H -4.2054 3.1554 1.6079
H -2.7118 6.1580 2.9127
H -2.9680 5.8821 1.1808
H -1.3478 6.2734 1.7741
H -0.3570 2.3132 1.0374
H -1.2303 3.4056 -0.1059
N -1.0695 -2.0229 -7.0130
C -1.1284 -1.6462 -5.6741
C -2.3482 -1.5208 -5.0152
C -2.3522 -1.1748 -3.6767
N -1.2444 -0.9504 -2.9757
C -0.0816 -1.0840 -3.6025
C 0.0323 -1.4292 -4.9363
H -1.9028 -1.8212 -7.5402
H -0.2306 -1.7380 -7.4903
H -3.2811 -1.6788 -5.5433
H -3.2879 -1.0631 -3.1356
H 0.8066 -0.9044 -3.0005
H 1.0088 -1.5115 -5.4007